[1]
ORCA calculation (ωB97M-V/def2-TZVPD) on an isolated ion of composition C4H13N2 and charge +1 at a distorted geometry.

Summary:
Structure (SMILES): C[C@@H]([NH3+])CCN
Net charge: +1
Lowest unoccupied orbital energy, eV: -2.96

Positions of all 19 atoms, in Å:
C -1.621 1.575 -0.172
C -0.411 0.803 0.265
C 0.352 0.203 -0.916
C 1.625 -0.550 -0.506
N 1.222 -1.792 0.186
N -0.756 -0.319 1.206
H -2.100 1.175 -1.076
H -2.456 1.631 0.548
H -1.383 2.627 -0.361
H 0.350 1.395 0.780
H 0.632 1.065 -1.531
H -0.235 -0.483 -1.519
H 2.189 -0.756 -1.418
H 2.229 0.008 0.200
H 0.882 -2.476 -0.481
H 2.001 -2.262 0.655
H 0.010 -1.064 1.088
H -0.930 0.030 2.148
H -1.599 -0.810 0.904

---

[2]
ORCA calculation (ωB97M-V/def2-TZVPD) on a 2-piece molecular cluster, C3H10N4 overall at a distorted geometry.

Summary:
Structure (SMILES): [H]/N=C/N.C/N=C\N
Net charge: 0
Lowest unoccupied orbital energy, eV: 0.95

Positions of all 17 atoms, in Å:
N 0.590 -2.333 0.854
C -0.116 -1.332 1.456
N -1.390 -1.346 1.499
H 0.094 -3.176 0.636
H 1.567 -2.420 1.072
H 0.570 -0.576 1.847
H -1.763 -0.401 1.492
C -0.119 2.252 0.128
N -0.404 0.649 -2.169
C 0.707 0.655 -1.345
N 0.956 1.415 -0.367
H 0.225 2.849 0.971
H -1.017 1.712 0.456
H -0.471 2.960 -0.639
H -0.612 -0.204 -2.655
H -1.198 1.143 -1.806
H 1.437 -0.101 -1.633

---

[3]
ORCA calculation (ωB97M-V/def2-TZVPD) on one molecule with the formula C8H9N3O at a distorted geometry.

Summary:
Structure (SMILES): C=Cc1cc(C(=O)NN)ccn1
Net charge: 0
Lowest unoccupied orbital energy, eV: 0.03

Positions of all 21 atoms, in Å:
C 1.972 -0.652 -0.273
C 0.529 -0.969 0.189
C 0.087 -2.298 0.293
C -1.382 -2.566 0.143
C -1.712 -0.299 -0.143
C -2.706 0.840 -0.126
C -2.425 2.108 -0.418
C -0.341 0.074 0.087
H 2.893 2.531 0.411
H 3.019 1.104 1.522
H 3.620 0.491 -0.799
H 0.946 -2.952 0.021
H -1.805 -3.501 0.234
H -3.746 0.576 0.165
H -1.320 2.317 -0.979
H -3.186 2.869 -0.246
H -0.046 1.140 0.301
N 2.384 1.656 0.679
N 2.596 0.615 -0.398
N -2.109 -1.564 -0.011
O 2.732 -1.521 -0.652

---

[4]
ORCA calculation (ωB97M-V/def2-TZVPD) on C5H3N as an isolated structure at a distorted geometry.

Summary:
Net charge: 0
Lowest unoccupied orbital energy, eV: -0.33

Positions of all 9 atoms, in Å:
C 0.395 0.855 -0.216
C -1.097 1.611 0.327
C -1.531 0.369 0.182
C 0.988 -0.457 0.330
C -0.301 -0.798 -0.223
N -1.435 -1.190 -0.319
H 0.275 0.796 -1.349
H 1.898 -0.538 -0.159
H 0.808 -0.647 1.428

---

[5]
ORCA calculation (ωB97M-V/def2-TZVPD) on an isolated ion of composition C2H7N2O2 and charge +1 at a distorted geometry.

Summary:
Structure (SMILES): NC(=[NH2+])C(O)O
Net charge: +1
Lowest unoccupied orbital energy, eV: -3.31

Positions of all 13 atoms, in Å:
C 0.844 -0.057 0.049
C -0.964 -0.134 0.514
N 1.109 1.163 -0.418
N 1.477 -1.098 0.408
O -1.504 1.130 0.325
O -1.311 -1.112 -0.360
H -1.054 -0.396 1.667
H 0.231 1.735 -0.490
H 1.858 1.669 -0.907
H 0.827 -1.856 0.540
H 2.468 -1.433 0.246
H -1.875 1.277 -0.657
H -2.107 -0.887 -0.915

---

[6]
ORCA calculation (ωB97M-V/def2-TZVPD) on a 5-piece molecular cluster, C31H49NO14 overall at a distorted geometry.

Summary:
Structure (SMILES): CCN[C@@]1(CC(=O)O)OC(=O)O[C@@H]1CC(=O)c1ccccc1.CCOC(C)=O.CCOC(C)=O.CCOC(C)=O.CCOC(C)=O
Net charge: 0
Lowest unoccupied orbital energy, eV: 0.46

Positions of all 95 atoms, in Å:
C 5.866 -2.317 -0.679
C 5.094 -2.183 -2.081
N 5.118 -0.791 -2.580
C 3.914 -0.032 -2.220
C 3.519 0.118 -0.700
C 2.763 -1.090 -0.063
O 2.940 -1.294 1.112
O 1.937 -1.980 -0.761
O 4.371 1.337 -2.534
C 3.432 1.895 -3.393
O 2.955 2.978 -3.357
O 3.144 0.827 -4.284
C 2.791 -0.227 -3.311
C 1.304 0.138 -2.964
C 0.296 -1.066 -3.180
O 0.556 -2.012 -3.889
C -1.064 -1.005 -2.438
C -1.127 -0.271 -1.177
C -2.365 -0.187 -0.379
C -3.548 -0.884 -0.920
C -3.477 -1.592 -2.211
C -2.247 -1.667 -2.999
H 6.429 -3.287 -0.690
H 6.599 -1.463 -0.556
H 5.166 -2.342 0.196
H 4.071 -2.608 -1.929
H 5.645 -2.842 -2.803
H 5.948 -0.305 -2.235
H 4.396 0.427 -0.073
H 2.802 0.994 -0.647
H 1.037 -1.597 -0.712
H 2.904 -1.140 -3.950
H 0.914 0.952 -3.642
H 1.221 0.537 -1.924
H -0.244 0.265 -0.742
H -2.355 0.390 0.576
H -4.505 -0.871 -0.346
H -4.402 -2.084 -2.580
H -2.224 -2.201 -3.975
O -7.057 -0.743 2.019
C -6.310 -0.529 2.942
O -5.186 0.183 2.735
C -4.329 0.656 3.781
C -3.328 -0.404 4.192
C -6.567 -1.118 4.301
H -4.912 1.033 4.624
H -3.795 1.513 3.367
H -3.823 -1.287 4.600
H -2.642 -0.014 4.946
H -2.749 -0.736 3.328
H -6.175 -2.136 4.329
H -7.645 -1.143 4.467
H -6.145 -0.540 5.121
O 0.314 2.036 0.072
C 0.552 3.221 0.088
O -0.441 4.099 -0.107
C -0.308 5.515 0.077
C 0.239 6.180 -1.169
C 1.962 3.726 0.235
H 0.282 5.740 0.967
H -1.314 5.888 0.272
H 1.243 5.823 -1.408
H 0.280 7.263 -1.040
H -0.391 5.952 -2.030
H 2.445 3.727 -0.745
H 2.502 3.051 0.900
H 2.032 4.716 0.680
O 8.545 0.126 -0.427
C 9.579 -0.406 -0.741
O 9.611 -1.736 -0.936
C 10.730 -2.440 -1.490
C 11.744 -2.787 -0.421
C 10.859 0.381 -0.832
H 11.170 -1.884 -2.321
H 10.326 -3.360 -1.915
H 12.165 -1.893 0.042
H 12.562 -3.375 -0.842
H 11.273 -3.364 0.378
H 11.300 0.462 0.162
H 10.624 1.379 -1.202
H 11.588 -0.039 -1.523
O -9.533 -0.326 4.144
C -10.237 -0.669 3.227
O -11.208 0.152 2.791
C -11.969 -0.071 1.598
C -13.151 -0.980 1.864
C -10.105 -2.038 2.619
H -11.332 -0.435 0.790
H -12.332 0.909 1.286
H -12.831 -1.971 2.193
H -13.757 -1.095 0.964
H -13.776 -0.569 2.659
H -10.678 -2.751 3.215
H -9.053 -2.321 2.635
H -10.420 -2.092 1.579

---

[7]
ORCA calculation (ωB97M-V/def2-TZVPD) on one molecule with the formula C12H17NO at a distorted geometry.

Summary:
Structure (SMILES): OCc1ccccc1[C@H]1CCCNC1
Net charge: 0
Lowest unoccupied orbital energy, eV: 0.78

Positions of all 31 atoms, in Å:
C 2.054 0.081 0.959
C 0.985 1.122 1.172
C 1.241 2.195 1.958
C 0.211 3.136 2.361
C -1.040 2.906 1.825
C -1.345 1.878 0.965
C -0.330 0.914 0.683
C -0.699 -0.094 -0.339
C 0.287 -0.350 -1.492
C 0.180 -1.787 -2.117
C -1.252 -2.320 -2.121
C -1.152 -1.427 0.217
H 3.405 -0.626 -0.370
H 2.747 -0.025 1.798
H 1.598 -0.909 0.774
H 2.283 2.288 2.324
H 0.515 3.996 3.019
H -1.792 3.602 2.247
H -2.337 1.725 0.495
H -1.558 0.342 -0.856
H -0.011 0.359 -2.255
H 1.342 -0.150 -1.314
H 0.921 -2.443 -1.685
H 0.588 -1.707 -3.099
H -1.530 -3.223 -2.594
H -1.892 -1.543 -2.677
H -2.624 -2.446 -0.692
H -1.926 -1.408 0.997
H -0.216 -1.845 0.739
N -1.585 -2.419 -0.726
O 2.930 0.182 -0.197